ORCA calculation (ωB97M-V with the def2-TZVPD basis set) on a 8-piece molecular cluster, C34H68NO14 overall.

```
117
Properties=species:S:1:pos:R:3
C 4.681 2.354 3.000
C 3.687 1.724 1.998
C 3.830 0.254 2.144
N 4.667 -0.236 1.310
C 5.089 -1.628 1.218
C 5.191 0.833 0.399
C 4.071 1.852 0.519
H 5.716 2.079 2.785
H 4.599 3.440 2.969
H 4.463 2.020 4.016
H 2.700 2.109 2.250
H 3.299 -0.340 2.884
H 4.334 -2.265 1.672
H 5.226 -1.878 0.168
H 6.036 -1.757 1.743
H 6.147 1.185 0.794
H 5.345 0.439 -0.602
H 4.278 2.856 0.160
H 3.247 1.452 -0.074
O 3.048 1.906 -2.684
C 2.021 2.518 -2.511
O 1.505 2.511 -1.272
C 0.371 3.296 -0.843
C -0.938 2.661 -1.236
C 1.290 3.220 -3.621
H 0.455 4.320 -1.213
H 0.477 3.340 0.240
H -1.055 2.605 -2.317
H -1.772 3.235 -0.835
H -1.004 1.644 -0.846
H 0.687 2.478 -4.146
H 2.028 3.618 -4.313
H 0.635 4.019 -3.287
O -3.337 1.776 -3.358
C -3.134 0.628 -3.663
O -1.848 0.264 -3.889
C -1.481 -1.088 -4.219
C -1.690 -1.360 -5.690
C -4.240 -0.369 -3.868
H -2.020 -1.796 -3.586
H -0.427 -1.150 -3.950
H -2.738 -1.273 -5.967
H -1.354 -2.363 -5.961
H -1.132 -0.638 -6.286
H -4.643 -0.240 -4.872
H -5.029 -0.158 -3.151
H -3.941 -1.407 -3.770
O -1.902 3.961 2.018
C -1.242 4.525 2.847
O 0.023 4.874 2.504
C 0.877 5.653 3.351
C 1.583 4.804 4.388
C -1.741 4.787 4.245
H 0.321 6.473 3.806
H 1.598 6.098 2.667
H 0.881 4.331 5.075
H 2.270 5.417 4.972
H 2.153 4.012 3.899
H -1.606 3.873 4.825
H -2.805 4.998 4.183
H -1.245 5.603 4.761
O -3.247 0.372 -7.931
C -3.739 1.368 -7.470
O -4.890 1.245 -6.778
C -5.480 2.331 -6.044
C -6.321 3.228 -6.926
C -3.125 2.732 -7.675
H -4.713 2.882 -5.498
H -6.103 1.836 -5.300
H -5.720 3.722 -7.690
H -6.804 3.997 -6.322
H -7.093 2.644 -7.427
H -3.435 3.098 -8.654
H -2.045 2.611 -7.683
H -3.398 3.468 -6.925
O 0.627 1.066 5.790
C 0.572 -0.133 5.814
O 1.660 -0.817 5.387
C 1.769 -2.251 5.406
C 1.160 -2.852 4.160
C -0.664 -0.886 6.234
H 1.367 -2.684 6.320
H 2.843 -2.435 5.419
H 0.086 -2.680 4.095
H 1.333 -3.926 4.108
H 1.610 -2.376 3.285
H -1.344 -0.919 5.382
H -1.145 -0.321 7.028
H -0.484 -1.901 6.575
O 2.658 -5.027 7.303
C 3.608 -4.546 7.861
O 4.785 -4.506 7.200
C 5.945 -3.842 7.724
C 6.722 -4.715 8.685
C 3.524 -4.042 9.282
H 5.668 -2.886 8.169
H 6.545 -3.625 6.842
H 6.136 -4.960 9.571
H 7.627 -4.200 9.009
H 7.007 -5.647 8.199
H 3.624 -4.898 9.949
H 2.534 -3.615 9.426
H 4.270 -3.302 9.552
O -5.922 -2.523 -5.174
C -5.642 -3.648 -5.485
O -4.333 -3.949 -5.643
C -3.869 -5.273 -5.938
C -3.936 -5.583 -7.417
C -6.697 -4.691 -5.757
H -4.404 -6.010 -5.338
H -2.834 -5.273 -5.597
H -4.963 -5.572 -7.783
H -3.515 -6.570 -7.613
H -3.369 -4.843 -7.980
H -7.057 -4.544 -6.776
H -7.525 -4.512 -5.077
H -6.364 -5.719 -5.653
```

Its total energy is -66510.853 eV. As for the charge: +1. The energy above the lowest of the compared OMol25 structures with the same formula, charge and spin is 0.00 kcal/mol.

Löwdin atomic charge list, values in e, 99 entries: number 1, C, carries -0.026; number 2, C, carries -0.281; number 3, C, carries 0.052; number 4, N, carries -0.069; number 5, C, carries 0.033; number 6, C, carries -0.065; number 7, C, carries -0.106; number 8, H, carries 0.082; number 9, H, carries 0.090; number 10, H, carries 0.092; number 11, H, carries 0.146; number 12, H, carries 0.160; number 13, H, carries 0.101; number 14, H, carries 0.108; number 15, H, carries 0.111; number 16, H, carries 0.134; number 17, H, carries 0.138; number 18, H, carries 0.142; number 19, H, carries 0.105; number 20, O, carries 0.078; number 21, C, carries -0.527; number 22, O, carries -0.035; number 23, C, carries -0.211; number 24, C, carries -0.058; number 25, C, carries 0.029; number 26, H, carries 0.121; number 27, H, carries 0.103; number 28, H, carries 0.053; number 29, H, carries 0.086; number 30, H, carries 0.090; number 31, H, carries 0.099; number 32, H, carries 0.094; number 33, H, carries 0.076; number 34, O, carries 0.084; number 35, C, carries -0.510; number 36, O, carries -0.019; number 37, C, carries -0.226; number 38, C, carries -0.059; number 39, C, carries 0.013; number 40, H, carries 0.110; number 41, H, carries 0.117; number 42, H, carries 0.061; number 43, H, carries 0.081; number 44, H, carries 0.082; number 45, H, carries 0.075; number 46, H, carries 0.103; number 47, H, carries 0.063; number 48, O, carries 0.109; number 49, C, carries -0.517; number 50, O, carries -0.023; number 51, C, carries -0.230; number 52, C, carries -0.053; number 53, C, carries 0.022; number 54, H, carries 0.115; number 55, H, carries 0.122; number 56, H, carries 0.072; number 57, H, carries 0.087; number 58, H, carries 0.058; number 59, H, carries 0.098; number 60, H, carries 0.095; number 61, H, carries 0.072; number 62, O, carries 0.096; number 63, C, carries -0.521; number 64, O, carries -0.018; number 65, C, carries -0.237; number 66, C, carries -0.059; number 67, C, carries 0.020; number 68, H, carries 0.106; number 69, H, carries 0.124; number 70, H, carries 0.069; number 71, H, carries 0.084; number 72, H, carries 0.085; number 73, H, carries 0.098; number 74, H, carries 0.090; number 75, H, carries 0.072; number 76, O, carries 0.094; number 77, C, carries -0.526; number 78, O, carries -0.027; number 79, C, carries -0.235; number 80, C, carries -0.052; number 81, C, carries 0.024; number 82, H, carries 0.106; number 83, H, carries 0.117; number 84, H, carries 0.078; number 85, H, carries 0.089; number 86, H, carries 0.063; number 87, H, carries 0.101; number 88, H, carries 0.095; number 89, H, carries 0.075; number 90, O, carries 0.094; number 91, C, carries -0.532; number 92, O, carries -0.010; number 93, C, carries -0.238; number 94, C, carries -0.060; number 95, C, carries 0.018; number 96, H, carries 0.110; number 97, H, carries 0.120; number 98, H, carries 0.071; number 99, H, carries 0.085